Record 1
{
  "formula": "CH3ClFOP",
  "method": "ωB97M-V/def2-TZVPD",
  "orbital_gap_ha": [0.2751, 0.2599],
  "homo_energy_ev": [-6.660, -11.392],
  "s2": 2.004,
  "multiplicity": 3,
  "mol_weight_g_mol": 116.459,
  "elements": ["Cl", "P", "F", "O", "C", "H", "H", "H"],
  "coordinates": [[-1.482, -1.350, -1.461], [0.812, -1.276, -0.742], [1.300, 0.003, -1.715], [0.595, -0.570, 0.699], [-0.190, 0.603, 0.806], [0.008, 0.932, 1.738], [0.164, 1.407, 0.082], [-1.207, 0.250, 0.593]],
  "forces_ev_per_angstrom": [[-1.58, -0.24, -0.54], [1.85, 2.27, 0.06], [-0.40, -1.69, 1.18], [1.30, -1.43, -1.22], [-0.53, 0.05, -3.70], [0.03, 1.19, 3.19], [-0.62, -1.08, 0.68], [-0.03, 0.92, 0.35]]
}

---

Record 2
{
  "formula": "C2H5NOS",
  "method": "ωB97M-V/def2-TZVPD",
  "orbital_gap_ha": 0.3630,
  "homo_energy_ev": -8.994,
  "mol_weight_g_mol": 91.135,
  "elements": ["S", "O", "N", "C", "C", "H", "H", "H", "H", "H"],
  "coordinates": [[-0.122, 1.586, -0.609], [-2.553, -0.065, 0.909], [1.224, 0.570, 0.040], [-3.026, -0.923, 0.381], [0.867, -0.853, -0.178], [-0.058, -0.927, 0.387], [1.732, -1.295, 0.189], [-0.851, 1.815, 0.474], [2.044, 0.983, -0.334], [0.743, -0.891, -1.260]],
  "forces_ev_per_angstrom": [[1.56, -0.49, -0.30], [0.50, 1.08, 0.79], [-3.27, 1.73, 0.72], [-0.66, -1.16, -0.72], [-0.08, 3.39, -1.08], [0.24, -0.94, -0.11], [1.05, -2.00, 0.64], [0.13, -0.06, 0.59], [0.84, -0.27, -0.57], [-0.31, -1.28, 0.05]]
}

---

Record 3
{
  "formula": "C5H9N2O2",
  "method": "ωB97M-V/def2-TZVPD",
  "orbital_gap_ha": 0.3541,
  "homo_energy_ev": -12.629,
  "total_charge": 1,
  "mol_weight_g_mol": 129.139,
  "elements": ["O", "O", "N", "N", "C", "C", "C", "C", "C", "H", "H", "H", "H", "H", "H", "H", "H", "H"],
  "coordinates": [[-3.193, 0.799, -0.746], [0.186, -0.669, 0.975], [-2.485, -1.133, 0.345], [0.694, 1.304, 0.813], [1.835, -0.324, -0.551], [-2.672, -0.042, -0.198], [0.518, 0.101, -1.210], [-0.314, 0.344, 0.127], [1.406, 0.042, 0.801], [0.039, -0.570, -2.008], [-3.248, -1.763, 0.289], [0.705, 0.968, -1.862], [0.223, 1.612, 1.740], [1.857, -1.438, -0.571], [2.693, 0.302, -0.914], [2.017, -0.203, 1.737], [-1.492, -1.418, 0.791], [1.230, 2.086, 0.442]],
  "forces_ev_per_angstrom": [[-1.32, 1.16, -0.94], [-0.46, -0.40, 0.10], [3.15, -3.73, 2.68], [-0.81, 1.87, 2.15], [0.38, 0.05, -1.55], [2.84, 2.97, -0.36], [-1.10, 0.06, -1.68], [-2.95, 0.85, -3.74], [2.27, -2.68, 5.48], [0.62, 0.28, 1.76], [-0.74, -1.16, 0.25], [-0.42, 0.34, 0.74], [1.44, -0.92, -1.65], [1.07, 0.96, -0.05], [-0.43, -1.32, 0.23], [-0.12, 0.72, -1.55], [-2.88, 0.79, -1.22], [-0.56, 0.16, -0.63]]
}

---

Record 4
{
  "formula": "C3H5NO2",
  "method": "ωB97M-V/def2-TZVPD",
  "orbital_gap_ha": 0.4108,
  "homo_energy_ev": -10.296,
  "smiles": "[H]/N=C1/COCO1",
  "mol_weight_g_mol": 87.078,
  "elements": ["O", "O", "N", "C", "C", "C", "H", "H", "H", "H", "H"],
  "coordinates": [[-1.457, 0.055, 0.122], [0.541, 0.876, -0.565], [1.791, -1.118, -0.445], [-0.472, -0.904, 0.496], [0.760, -0.429, -0.240], [-0.757, 1.243, -0.093], [-0.215, -0.878, 1.575], [-1.252, 1.850, -0.859], [-0.817, -1.893, 0.143], [-0.644, 1.811, 0.844], [2.523, -0.612, -0.979]],
  "forces_ev_per_angstrom": [[0.03, -0.08, 0.16], [0.13, -0.09, -0.21], [0.32, 0.47, -0.60], [0.08, -0.21, -0.28], [0.08, -0.16, 0.14], [0.04, 0.24, 0.05], [-0.50, -0.17, -0.33], [0.05, -0.21, 0.19], [0.33, 0.50, 0.48], [0.06, -0.06, -0.14], [-0.61, -0.22, 0.54]]
}

---

Record 5
{
  "formula": "C4H4N2",
  "method": "ωB97M-V/def2-TZVPD",
  "orbital_gap_ha": 0.3040,
  "homo_energy_ev": -8.461,
  "smiles": "[H]/N=c1/cc/c1=N\\[H]",
  "mol_weight_g_mol": 80.090,
  "elements": ["N", "N", "C", "C", "C", "C", "H", "H", "H", "H"],
  "coordinates": [[1.645, 0.315, -1.133], [0.481, -1.172, 1.828], [0.536, 0.369, -0.581], [-0.820, 0.772, -0.569], [-0.070, -0.616, 0.866], [-1.297, -0.074, 0.427], [1.674, 0.618, -2.109], [-1.290, 1.620, -1.049], [1.445, -1.454, 1.656], [-2.305, -0.379, 0.665]],
  "forces_ev_per_angstrom": [[0.18, -0.27, -0.64], [-0.58, -0.70, 0.42], [0.45, -2.20, 2.33], [-1.67, -0.02, 0.99], [2.90, 1.28, -1.62], [-0.90, 0.96, -1.50], [-0.03, 0.41, 0.16], [-0.19, -0.12, -0.17], [-0.02, 0.42, -0.10], [-0.13, 0.23, 0.13]]
}

---

Record 6
{
  "formula": "C18H41InN2OP3S",
  "method": "ωB97M-V/def2-TZVPD",
  "orbital_gap_ha": [0.1515, 0.1542],
  "homo_energy_ev": [-13.947, -14.021],
  "total_charge": 3,
  "mol_weight_g_mol": 541.346,
  "elements": ["In", "S", "P", "P", "P", "O", "N", "N", "C", "C", "C", "C", "C", "C", "C", "C", "C", "C", "C", "C", "C", "C", "C", "C", "C", "C", "H", "H", "H", "H", "H", "H", "H", "H", "H", "H", "H", "H", "H", "H", "H", "H", "H", "H", "H", "H", "H", "H", "H", "H", "H", "H", "H", "H", "H", "H", "H", "H", "H", "H", "H", "H", "H", "H", "H", "H", "H"],
  "coordinates": [[-0.944, 0.004, -1.601], [-0.279, 0.460, 3.089], [1.557, -0.581, -1.569], [-1.441, 2.352, -1.034], [1.714, 1.184, 3.191], [-1.382, -0.131, -3.488], [-0.050, -1.298, 5.145], [-1.049, 0.718, 5.648], [-0.450, -0.094, 4.764], [2.085, -1.177, -3.222], [-3.837, -1.932, -5.454], [-1.905, 2.936, 0.628], [2.019, 1.936, 4.779], [-0.506, -3.432, 2.107], [-1.271, -2.314, -4.383], [-2.917, 2.688, -2.060], [-3.076, -3.063, -5.794], [2.732, -0.250, 2.910], [-1.800, -3.263, -5.257], [-2.035, -1.201, -4.093], [-0.262, 3.632, -1.606], [2.120, -1.948, -0.493], [2.814, 0.723, -1.278], [0.441, -3.768, 3.001], [1.841, 2.400, 1.892], [-3.318, -0.973, -4.575], [-0.818, 4.480, -2.033], [2.947, 2.518, 4.680], [-0.283, -2.399, -3.920], [-2.056, 0.515, -2.438], [3.046, -0.733, -3.516], [0.351, 3.997, -0.770], [2.191, -2.270, -3.222], [-3.832, 2.454, -1.495], [-1.355, 1.633, 5.368], [3.269, 0.637, -0.282], [1.397, -2.124, 0.316], [-1.208, 0.427, 6.611], [-2.903, 2.137, -3.015], [1.583, 1.980, 0.907], [0.167, -4.166, 3.988], [3.105, -1.745, -0.046], [-0.263, -1.625, 6.088], [-3.840, -0.067, -4.258], [1.341, -0.900, -3.978], [2.883, 2.757, 1.871], [-3.493, -3.806, -6.482], [3.769, 0.033, 3.136], [2.204, -2.871, -1.083], [-2.916, 3.768, -2.293], [2.165, 1.179, 5.562], [0.277, -1.992, 4.475], [2.666, -0.584, 1.865], [1.203, 2.615, 5.066], [-4.836, -1.802, -5.872], [1.181, 3.256, 2.103], [-2.546, 2.191, 1.117], [1.518, -3.784, 2.759], [3.619, 0.667, -2.026], [-1.013, 3.083, 1.252], [-0.292, -3.265, 1.048], [-2.454, 3.888, 0.556], [-1.212, -4.150, -5.501], [0.408, 3.228, -2.379], [2.352, 1.714, -1.364], [2.439, -1.083, 3.563], [-1.564, -3.398, 2.393]],
  "forces_ev_per_angstrom": [[4.52, -4.13, 7.17], [-0.07, 0.24, -0.18], [1.63, -0.36, -0.71], [0.69, 2.86, -0.20], [-0.45, -0.34, 0.15], [0.06, 0.83, -3.38], [-0.26, 0.72, -0.21], [0.81, -0.91, -0.96], [-0.54, -0.16, 1.94], [-0.26, -0.03, -0.50], [0.09, 0.00, 0.32], [-0.29, -0.15, 0.31], [0.11, 0.09, 0.31], [0.26, -0.23, 0.57], [-0.11, -0.36, 0.11], [-0.22, 0.34, 0.04], [-0.01, -0.03, -0.03], [0.59, -0.08, -0.06], [-0.22, 0.02, 0.12], [-0.04, 1.04, -0.23], [0.04, 0.49, -0.13], [-0.23, -0.33, 0.53], [0.07, 0.68, 0.24], [-0.08, 0.10, -0.37], [-0.10, 0.26, -0.32], [0.04, -0.74, -0.32], [0.37, -0.13, 0.16], [-0.15, -0.09, 0.10], [-0.34, -0.12, -0.38], [-5.20, 0.04, -3.41], [-0.31, -0.16, 0.20], [-0.11, -0.07, -0.22], [-0.13, 0.33, -0.02], [0.27, -0.09, -0.30], [-0.18, 0.17, -0.02], [-0.12, 0.00, -0.22], [0.20, -0.01, -0.16], [-0.09, 0.11, -0.17], [-0.03, 0.20, 0.38], [0.10, 0.05, 0.36], [0.08, 0.34, -0.28], [-0.23, 0.00, -0.31], [0.13, 0.00, -0.24], [0.04, -0.36, -0.36], [0.16, -0.06, 0.06], [-0.22, -0.10, -0.02], [0.18, 0.36, 0.29], [-0.07, -0.16, -0.07], [-0.10, 0.28, 0.24], [-0.08, -0.43, 0.13], [-0.03, 0.16, -0.23], [-0.13, -0.02, -0.20], [-0.08, 0.17, 0.29], [0.27, -0.13, -0.17], [0.31, -0.06, 0.10], [0.24, -0.28, 0.04], [0.05, 0.22, -0.12], [-0.64, -0.21, -0.04], [-0.29, -0.06, 0.33], [-0.19, 0.00, -0.24], [0.01, 0.21, 0.40], [0.20, -0.30, 0.03], [-0.28, 0.26, -0.02], [-0.25, 0.15, 0.17], [0.18, -0.11, -0.03], [0.06, 0.30, -0.09], [0.39, -0.23, -0.17]]
}